Entry 1:
153
Properties=species:S:1:pos:R:3:lowdin_charge:R:1 method="wB97M-V/def2-TZVPD" gap_ev=8.137 relative_energy_kj_mol=390.7 homo_ha=-0.292 total_energy_ev=-78531.1173 charge=0 lumo_ev=0.2004 smiles=COCCNCCOC.COCCNCCOC.COCCNCCOC.COCCNCCOC.COCCNCCOC.COCCNCCOC.O.O.O
C -1.642 -1.905 3.108 -0.10
C -5.750 -1.184 -0.398 -0.21
H 3.178 -6.181 4.856 0.11
C 5.678 2.225 -4.050 -0.20
C 3.609 -4.182 -0.022 -0.20
N 1.839 -6.943 3.453 -0.06
H -6.331 -3.332 0.404 0.11
O -1.810 1.118 4.689 -0.06
H -0.272 11.852 -3.482 0.12
H 3.305 6.775 -5.534 0.09
H -4.029 -2.016 5.213 0.09
H 5.006 3.918 -4.826 0.10
H 0.970 -0.073 3.947 0.09
C 2.799 -3.214 2.004 -0.23
H 4.268 -4.828 0.559 0.12
H 2.929 0.464 -1.275 0.13
H -4.129 -3.569 1.411 -0.01
C 2.264 -6.779 4.850 -0.19
H 3.405 -3.888 2.614 0.12
H -6.376 -4.583 2.338 0.13
H -2.005 0.192 0.694 0.13
H -5.868 -0.789 1.660 0.12
C 4.147 -3.952 -1.406 -0.23
N 4.656 2.967 -4.800 -0.06
H -5.971 -1.905 3.851 0.12
H -1.931 -6.780 0.837 0.09
H 2.807 -2.214 -3.981 0.08
O -3.334 -4.153 1.312 -0.09
H 5.834 0.659 -5.642 0.13
O 3.324 -2.982 -1.999 -0.23
H 0.321 -3.810 6.935 0.09
H -2.024 6.759 -3.359 0.12
H 3.083 -2.154 0.241 0.10
H 2.531 -0.186 -2.792 0.10
C -6.169 -1.788 -2.671 -0.10
C -4.130 -3.101 5.199 -0.11
H 6.607 -1.528 -5.241 0.09
C -1.225 7.513 -3.418 -0.23
H -4.679 -1.375 -0.508 0.11
C 2.591 -1.919 2.775 -0.21
H 3.391 3.070 -3.053 0.11
H -2.964 -4.186 2.199 0.01
O 1.429 1.419 -2.401 -0.21
H 1.604 6.538 -5.159 0.07
H 2.216 -8.916 2.876 0.11
H 1.432 -1.682 -1.272 0.10
H -0.330 -9.113 2.025 0.12
H -0.502 -0.917 7.373 0.06
C -1.818 8.915 -3.537 -0.22
H -3.899 13.742 -2.832 0.09
C 3.359 2.941 -4.136 -0.21
C -5.981 -2.992 3.739 -0.22
H 0.865 3.308 -2.014 0.07
H 1.027 -8.317 1.127 0.12
H 6.859 -2.148 -3.668 0.07
C 2.060 0.234 -1.900 -0.18
H 2.685 7.218 -3.916 0.09
C 1.191 -6.087 5.680 -0.24
H 0.443 0.444 2.382 0.08
O 1.582 -1.124 2.176 -0.21
H -7.389 -1.483 0.962 0.12
C -6.297 -1.539 0.994 -0.17
C 2.611 6.498 -4.733 -0.11
H 2.118 2.816 -0.935 0.09
H -2.440 14.750 -2.892 0.09
H 4.147 -4.872 -2.002 0.12
H -1.430 -1.798 4.175 0.06
H 2.633 4.135 -5.829 0.12
H -2.530 8.919 -2.694 0.11
C -0.869 -6.571 0.770 -0.07
C -1.834 -0.821 1.068 -0.17
H 3.092 -3.952 -3.732 0.09
C 0.965 -0.690 -1.362 -0.19
H 4.579 0.582 -4.687 0.11
H 1.456 3.921 -4.595 0.12
H -1.110 -2.777 2.728 0.10
H -2.993 11.257 -2.135 0.12
H -2.760 -1.396 1.012 0.10
N -5.872 -2.950 1.234 -0.06
C 1.232 2.440 -1.460 -0.13
H -1.651 11.447 -4.334 0.11
H 0.255 -6.641 5.494 0.13
H 2.077 0.826 2.832 0.10
H 3.597 -1.477 2.780 0.13
C -0.655 -1.345 0.243 -0.21
H 1.369 -6.277 6.747 0.12
H 1.015 -8.822 4.055 0.11
H 2.524 -7.744 5.286 0.11
C -1.193 11.270 -3.358 -0.22
H -0.600 7.228 -4.269 0.11
H -1.806 1.005 5.646 0.01
H -0.280 -6.923 -0.086 0.09
H 0.265 5.604 -2.834 0.07
H -7.652 -3.444 2.484 0.12
H 8.022 -0.947 -4.191 0.09
H -5.911 -0.126 -0.640 0.12
H -5.126 -2.083 -2.849 0.09
H -2.727 -2.059 3.093 0.08
H -0.260 9.683 -2.494 0.10
H -1.166 -1.646 -0.680 0.12
O -0.627 7.347 -2.123 -0.20
H -6.758 -3.404 4.411 0.12
C 0.067 -4.038 5.890 -0.13
C 3.381 -2.937 -3.414 -0.08
H 6.651 2.623 -4.361 0.12
O -6.507 -1.968 -1.312 -0.22
H 0.887 -0.015 0.650 0.07
C -2.813 13.730 -2.975 -0.10
H -0.216 -2.236 0.710 0.11
H 2.661 -4.718 -0.167 0.12
H -3.109 -3.505 5.101 0.07
H -1.497 11.201 -1.242 0.13
N 3.426 -2.959 0.739 -0.04
N 0.302 -0.321 -0.111 -0.04
C 5.669 0.787 -4.562 -0.25
C -1.970 11.654 -2.113 -0.22
C -0.242 5.988 -1.947 -0.11
H 0.461 2.176 -0.732 0.08
H -2.564 13.288 -3.940 0.07
N -0.736 9.865 -3.371 -0.06
C 2.535 4.099 -4.735 -0.23
H -4.466 -3.644 6.089 0.09
H -1.781 -1.703 7.088 0.04
H -1.099 5.363 -1.682 0.09
C 1.368 -8.284 3.161 -0.22
H 1.099 -6.278 3.263 0.08
H 1.822 -3.728 1.981 0.11
C 1.316 0.049 2.918 -0.10
O -4.756 -3.619 4.035 -0.19
O -2.148 13.049 -1.923 -0.20
H 2.267 -2.165 3.790 0.12
O 1.030 -4.779 5.216 -0.17
H -6.226 -0.744 -3.004 0.09
H -0.922 -4.531 5.901 0.09
H 2.748 2.074 -4.378 0.11
C 0.367 -8.275 1.999 -0.21
H -6.877 -2.424 -3.196 0.09
O -1.470 -0.652 2.451 -0.23
H 4.450 -2.896 -3.673 0.08
C 6.963 -1.225 -4.250 -0.12
H -0.595 -5.515 0.691 0.08
H 0.222 -0.785 -2.153 0.12
O -1.293 -0.915 6.820 -0.05
H -2.450 9.039 -4.415 0.12
H 5.175 -3.571 -1.445 0.13
O 6.206 -0.179 -3.706 -0.18
H 0.459 6.032 -1.115 0.09
H 5.577 2.267 -2.962 0.12
H -0.131 -3.091 5.382 0.06
O -0.379 -7.081 2.016 -0.23
O 2.962 5.282 -4.098 -0.20
H -1.418 0.306 4.346 -0.02
C -6.559 -3.506 2.412 -0.19

=====

Entry 2:
153
Properties=species:S:1:pos:R:3:lowdin_spin:R:1 method="wB97M-V/def2-TZVPD" gap_ev="7.361 / 2.242" relative_energy_kj_mol=0.0 homo_ha="-0.356 / -0.356" total_energy_ev=-78523.7101 spin_multiplicity=2 charge=+1 lumo_ev="-2.3337 / -7.4531"
O -5.555 -1.785 -4.247 0.00
H -3.307 1.809 5.164 0.00
H 4.047 7.954 1.864 0.00
H 0.826 5.634 2.164 0.00
C 0.005 1.206 -3.296 0.00
H -3.529 0.028 -0.218 0.00
H -3.436 -0.811 2.123 0.00
H 2.340 0.104 -2.744 0.00
C -1.024 -4.084 4.439 0.00
C 4.925 0.835 -3.865 0.00
O 0.087 -12.121 2.196 0.00
H 4.015 8.593 3.488 0.00
H 2.917 7.378 -1.070 0.01
H -0.632 -10.246 2.372 0.00
H 1.499 8.416 2.032 0.00
H -1.912 -12.065 1.913 0.00
H -0.513 -5.032 4.273 0.00
H -0.619 0.900 5.092 0.00
H -2.545 2.124 -6.437 0.00
C -4.817 -0.641 -4.633 0.00
O -2.352 -4.093 4.045 0.00
N -0.790 -1.635 4.360 0.00
C -0.895 2.293 0.319 0.00
H 1.560 7.248 -3.155 0.00
H -1.709 -4.807 0.322 0.00
H -1.739 1.716 0.697 0.00
H -0.489 -3.114 2.686 0.00
H -6.896 -1.767 -5.899 0.00
C 2.234 7.259 -4.012 0.00
H 5.713 0.652 -3.135 0.00
H -0.382 1.257 -2.279 0.00
O -0.755 -6.606 0.030 0.00
C -6.890 -1.768 -4.809 0.00
H 4.043 1.423 -1.587 0.00
H -0.915 -9.107 0.581 0.00
H -1.378 1.663 -7.624 0.00
C 0.278 7.175 3.261 0.00
O -0.489 3.336 1.151 0.00
H 5.488 0.942 -4.793 0.00
N 0.058 6.287 2.115 0.00
H 3.880 -1.379 -0.929 0.00
O -0.586 -2.423 -2.285 0.00
H 4.314 -0.062 -3.965 0.00
C -1.472 2.106 -6.632 0.00
C 3.800 6.825 -1.391 0.08
O 3.523 6.645 -3.910 0.01
H -1.152 2.717 -0.652 0.00
O -2.230 0.764 3.750 0.00
H -5.304 0.218 -4.170 0.00
H -0.072 1.609 0.115 0.00
C -2.934 1.908 4.145 0.00
H 1.238 -6.996 0.349 0.00
H 5.351 6.811 -2.905 0.00
H 4.411 5.643 0.997 0.04
H -2.680 -0.122 -4.938 0.00
C -1.162 5.451 2.268 0.00
H 1.714 6.711 -4.798 0.00
H -0.212 -0.566 2.568 0.00
H -7.350 -0.837 -4.478 0.00
H 1.693 8.806 3.722 0.00
H -1.473 -12.477 3.558 0.00
H 0.762 -2.982 3.900 0.00
O 0.586 -1.228 0.206 0.00
H -7.503 -2.626 -4.530 0.00
H -4.650 -1.000 -1.950 0.00
H -3.782 1.934 3.460 0.00
H 0.884 -0.571 3.991 0.00
C -0.310 -2.879 3.735 0.00
H -3.582 -2.351 -2.064 0.00
H -1.357 -1.994 -2.656 0.00
N 3.663 5.440 -0.954 0.67
H 1.762 1.811 -4.274 0.00
C 3.079 3.972 1.088 0.01
C -0.928 1.916 -4.269 0.00
H 0.377 -1.737 -0.577 0.00
H -2.107 5.992 2.328 0.00
H -2.964 -5.909 4.624 0.00
C -3.083 -0.936 -0.461 0.00
H 2.800 1.345 0.601 0.00
C 3.497 5.296 0.517 0.07
H -3.823 -2.542 2.270 0.00
N -2.876 -0.539 -2.947 0.00
H -0.805 -3.937 5.496 0.00
H 3.868 -1.815 0.520 0.00
H 4.790 6.988 3.098 0.00
O 4.247 2.009 -3.558 0.00
O 4.174 3.023 1.054 0.00
H -2.322 4.239 0.996 0.00
N 1.076 -9.760 0.224 0.00
C 4.319 7.148 -2.804 0.00
O 2.730 7.064 3.194 0.00
C 3.960 7.669 2.913 0.00
O 3.342 -1.360 -0.138 0.00
H 3.191 1.553 2.217 0.00
H -0.281 1.648 3.536 0.00
C 3.623 1.692 1.226 0.00
C -3.193 -1.811 1.763 0.00
C 2.175 1.145 -2.465 0.00
H -2.001 -1.019 -0.368 0.00
H 2.297 8.282 -4.384 0.00
C -0.831 0.843 4.024 0.00
C -0.711 -5.237 0.408 0.00
C -1.194 -12.623 2.515 0.00
H 0.144 6.614 4.186 0.00
C 3.481 1.904 -2.388 0.00
H -2.142 -2.091 1.828 0.00
H -1.266 -13.687 2.290 0.00
H -0.318 -8.670 -0.945 0.00
H -1.798 -1.671 4.304 0.00
H 1.657 -9.111 2.015 0.00
H 2.830 6.103 0.821 0.00
H 0.088 0.176 -3.643 0.00
C 1.628 7.975 3.020 0.00
H 0.214 -7.437 1.782 0.00
H 1.543 -1.216 0.236 0.00
H -0.584 -3.295 -2.678 0.00
H -3.041 0.448 -2.810 0.00
C -3.310 -0.764 -4.322 0.00
C -1.271 4.520 1.057 0.00
C 0.274 -7.368 0.696 0.00
H 0.637 -10.597 3.456 0.00
O -3.672 -1.901 0.424 0.00
C 0.331 -10.754 2.422 0.00
H 4.565 7.318 -0.792 0.05
H -0.384 -5.053 1.432 0.00
H 1.711 1.019 -1.487 0.00
H 2.828 4.154 2.133 0.00
N 1.320 1.828 -3.366 0.01
C -3.092 -4.870 4.928 0.00
H 4.473 4.951 -1.304 0.02
H -1.153 3.147 -6.584 0.00
C -0.153 -0.535 3.656 0.00
H -0.500 7.936 3.323 0.00
H -4.155 -4.648 4.831 0.00
H -0.654 2.964 -4.144 0.00
H -1.082 5.085 0.144 0.00
H -2.424 2.865 4.033 0.00
H 2.339 -10.712 1.620 0.00
H -0.124 -4.648 -0.297 0.00
H -4.810 -0.473 -5.710 0.00
C -0.004 -8.759 0.095 0.00
O -0.808 1.345 -5.596 0.00
H -1.180 4.789 3.134 0.00
C -3.595 -1.272 -1.915 0.00
H -1.957 1.710 -3.976 0.00
H 3.239 2.921 -2.078 0.00
H 0.711 -10.601 -0.199 0.00
C 1.438 -10.098 1.609 0.00
H 4.522 1.076 1.198 0.00
H 4.389 8.210 -3.039 0.00
H 2.194 3.596 0.573 0.00
H -2.737 -4.750 5.951 0.00
H -3.002 -1.727 -4.730 0.00

=====

Which of these has the highest charge? number 2

=====

Which of these has the highest charge? number 2

=====

Which value of charge does entry 2 give? +1